(1)
C27H60Br20IO7P3S3Si2 as an isolated structure at a distorted geometry. Source: the Open Molecules 2025 dataset; level of theory: the ωB97M-V functional and the def2-TZVPD basis.

Results
LUMO	0.0	eV
largest force on an atom	0.091	hartree/bohr
HOMO level	-8.00	eV
orbital gap	7.99	eV
energy	-56167.1536	Eh

Structure (XYZ):
```
123
Properties=species:S:1:pos:R:3:lowdin_charge:R:1
C 6.64 1.06 0.53 -0.054
C 6.15 1.24 -0.68 -0.314
C 4.87 2.03 -0.98 -0.326
Si 3.44 0.82 -0.78 0.248
O 1.91 1.51 -0.84 -0.409
Si 1.67 2.96 -0.05 0.012
I 2.56 4.86 -1.37 0.565
C -0.18 3.29 0.05 -0.310
C -1.07 2.34 -0.80 -0.214
C -1.94 1.41 0.07 -0.194
C -3.35 1.26 -0.58 -0.274
S -4.14 -0.26 -0.08 0.557
O -3.55 -1.38 -0.78 -0.521
O -5.53 -0.18 -0.36 -0.287
O -3.90 -0.37 1.49 -0.167
P 2.39 3.02 2.07 0.083
O 4.00 2.82 2.23 -0.295
O 2.11 4.56 2.58 -0.309
S 1.37 1.87 3.23 0.307
P 3.60 -0.56 1.00 0.573
O 2.42 -1.47 0.90 -0.556
P 3.55 -0.56 -2.56 0.223
S 2.00 -0.17 -3.71 0.059
H 7.54 0.46 0.63 0.024
H 6.23 1.50 1.44 0.059
H 6.69 0.81 -1.54 0.031
H 4.95 2.34 -2.03 0.076
H 4.86 2.90 -0.31 0.033
H -0.38 4.34 -0.19 0.066
H -0.47 3.19 1.10 -0.017
H -0.54 1.80 -1.59 0.109
H -1.79 3.00 -1.31 0.104
H -2.14 1.88 1.05 0.109
H -1.51 0.42 0.21 0.117
H -4.02 2.07 -0.26 0.099
H -3.31 1.28 -1.68 0.012
H -3.62 -1.29 1.66 -0.012
H 4.35 3.37 2.95 0.081
H 2.77 5.11 2.11 0.021
H 4.77 -1.35 0.82 -0.029
H 3.54 0.10 2.25 -0.042
H 4.70 -0.22 -3.32 -0.054
H 3.64 -1.92 -2.16 -0.165
Br -2.55 -3.51 2.06 0.697
C -3.40 -4.89 3.16 -0.698
C -3.73 -4.39 4.54 -0.687
Br -2.14 -4.30 5.66 0.605
H -2.73 -5.74 3.16 0.028
H -4.31 -5.15 2.62 0.012
H -4.40 -5.08 5.05 0.050
H -4.17 -3.40 4.54 0.052
Br -7.64 -6.86 4.11 0.605
C -7.37 -7.26 2.22 -0.693
C -6.49 -8.46 2.04 -0.683
Br -4.62 -8.02 2.35 0.668
H -6.97 -6.36 1.76 0.050
H -8.37 -7.45 1.83 0.058
H -6.53 -8.81 1.01 0.059
H -6.74 -9.28 2.70 0.050
Br 5.47 7.69 -2.38 0.600
C 6.75 7.86 -0.92 -0.692
C 6.85 6.59 -0.12 -0.676
Br 5.32 6.38 1.06 0.595
H 6.44 8.72 -0.33 0.052
H 7.70 8.09 -1.40 0.059
H 7.72 6.62 0.53 0.059
H 6.89 5.70 -0.75 0.052
Br 3.98 -3.91 -0.83 0.691
C 4.25 -5.74 -1.46 -0.692
C 4.38 -5.79 -2.96 -0.701
Br 2.65 -5.60 -3.83 0.631
H 3.41 -6.32 -1.08 -0.071
H 5.17 -6.07 -0.98 0.059
H 4.75 -6.76 -3.28 0.062
H 5.01 -5.00 -3.36 -0.059
Br -0.66 8.05 4.61 0.601
C -0.95 6.40 5.61 -0.697
C -0.20 5.25 4.99 -0.684
Br -1.08 4.59 3.40 0.663
H -2.02 6.24 5.65 0.049
H -0.58 6.61 6.61 0.056
H -0.17 4.40 5.68 0.062
H 0.82 5.51 4.71 0.038
Br -1.84 -3.10 -0.80 0.730
C -1.52 -4.85 -1.58 -0.663
C -1.29 -4.75 -3.06 -0.701
Br -2.95 -4.47 -4.03 0.603
H -2.37 -5.48 -1.32 0.056
H -0.63 -5.24 -1.08 -0.053
H -0.89 -5.69 -3.45 0.045
H -0.62 -3.94 -3.33 0.047
Br 1.98 -7.69 3.52 0.605
C 2.63 -6.04 2.71 -0.688
C 1.57 -5.38 1.86 -0.633
Br 1.36 -6.29 0.15 0.747
H 3.53 -6.29 2.15 0.046
H 2.90 -5.40 3.55 0.061
H 1.87 -4.36 1.61 0.045
H 0.60 -5.37 2.34 0.046
Br -4.74 2.59 -3.25 0.724
C -6.61 2.69 -2.74 -0.647
C -7.09 4.12 -2.71 -0.793
Br -6.44 5.03 -1.09 0.553
H -6.70 2.18 -1.78 0.047
H -7.14 2.12 -3.49 0.063
H -8.17 4.15 -2.64 0.045
H -6.76 4.68 -3.56 -0.050
Br 7.73 -1.56 -1.34 0.729
C 8.03 -3.36 -2.00 -0.670
C 8.22 -3.38 -3.50 -0.669
Br 6.51 -3.18 -4.41 0.685
H 7.19 -3.96 -1.67 0.028
H 8.94 -3.70 -1.50 0.060
H 8.60 -4.35 -3.82 0.061
H 8.87 -2.59 -3.86 0.052
Br -9.21 9.88 -3.81 0.608
C -9.97 8.12 -3.53 -0.700
C -9.25 7.37 -2.44 -0.620
Br -7.53 6.67 -3.06 0.718
H -9.94 7.61 -4.49 0.050
H -11.01 8.30 -3.25 0.056
H -9.81 6.49 -2.14 0.067
H -9.04 7.98 -1.57 0.058
```

---

(2)
A 2-piece molecular cluster, C3H3BrCl2 overall at a distorted geometry. Source: the Open Molecules 2025 dataset; level of theory: the ωB97M-V functional and the def2-TZVPD basis.

Results
LUMO (spin up / spin down)	-1.4 / -1.4	eV
ΔE to the lowest compared entry with this formula, charge and spin	136.07	kcal per mole
largest force on an atom	0.082	hartree/bohr
HOMO level (spin up / spin down)	-8.48 / -8.48	eV
orbital gap (spin up / spin down)	7.09 / 7.09	eV
energy	-3610.2551	Eh

Structure (XYZ):
```
9
Properties=species:S:1:pos:R:3:lowdin_charge:R:1
C 0.47 0.71 0.20 -0.036
C -1.81 0.35 -0.42 -1.130
C 1.09 -0.54 0.19 -0.709
Cl -2.71 1.65 -0.53 0.673
Cl 2.21 -1.04 -1.19 0.457
Br -2.42 -1.10 0.68 0.570
H 0.96 1.50 -0.49 0.066
H 1.62 -0.13 1.00 0.066
H 0.59 -1.40 0.58 0.044
```

---

(3)
C36H39F2N7O3Zr as an isolated structure. Source: the Open Molecules 2025 dataset; level of theory: the ωB97M-V functional and the def2-TZVPD basis.

Results
LUMO	-5.5	eV
ΔE to the lowest compared entry with this formula, charge and spin	3.67	kcal per mole
largest force on an atom	0.012	hartree/bohr
HOMO level	-12.43	eV
orbital gap	6.88	eV
energy	-2250.6493	Eh
charge	+2

Structure (XYZ):
```
88
Properties=species:S:1:pos:R:3:lowdin_charge:R:1
Zr -0.61 -0.05 0.35 1.911
C -2.61 -2.46 -3.05 -0.046
C -1.22 -2.90 -2.57 -0.354
C -0.17 -1.83 -2.90 -0.059
C -1.13 -3.36 -1.12 -0.127
C -0.55 -4.59 -0.87 -0.007
C -0.39 -5.07 0.42 -0.030
C -0.82 -4.33 1.50 -0.011
C -1.41 -3.08 1.31 -0.159
C -1.84 -2.24 2.50 -0.377
C -0.63 -1.52 3.09 -0.046
C -2.52 -3.06 3.60 -0.045
C -1.56 -2.61 0.00 -0.238
N -2.11 -1.28 -0.18 -0.156
C -3.51 -1.15 -0.23 -0.240
C -4.40 -2.20 0.00 -0.005
C -5.77 -1.98 -0.05 -0.057
C -6.27 -0.72 -0.34 -0.064
C -5.40 0.34 -0.57 0.002
C -4.05 0.10 -0.51 -0.214
F -3.17 1.11 -0.73 0.036
H -2.61 -2.44 -4.14 0.087
H -2.87 -1.46 -2.71 0.066
H -3.39 -3.15 -2.73 0.089
H -0.96 -3.78 -3.15 0.131
H -0.44 -0.86 -2.47 0.038
H -0.11 -1.69 -3.98 0.088
H 0.81 -2.11 -2.53 0.082
H -0.22 -5.19 -1.71 0.123
H 0.07 -6.04 0.58 0.118
H -0.69 -4.71 2.51 0.119
H -2.57 -1.50 2.17 0.121
H 0.12 -2.23 3.44 0.109
H -0.89 -0.83 3.89 0.103
H 0.00 -0.92 2.38 0.020
H -1.83 -3.74 4.09 0.082
H -3.34 -3.65 3.20 0.093
H -2.92 -2.39 4.36 0.091
H -4.01 -3.19 0.22 0.126
H -6.44 -2.80 0.13 0.114
H -7.34 -0.56 -0.38 0.113
H -5.76 1.33 -0.79 0.124
C -1.29 7.61 -0.71 -0.051
C 0.03 6.86 -0.62 -0.165
N -0.15 5.41 -0.83 -0.001
C -0.20 4.61 0.25 0.074
C -0.34 3.26 0.14 -0.030
C -0.28 2.23 1.23 -0.583
O 0.80 1.69 1.50 0.058
O -1.39 1.59 1.46 -0.101
C -0.36 2.64 -1.12 -0.282
O -0.35 1.36 -1.22 -0.159
C -0.41 3.49 -2.26 -0.065
C -0.47 2.94 -3.55 0.111
C -0.38 3.75 -4.64 -0.172
F -0.41 3.19 -5.86 0.088
C -0.22 5.15 -4.52 -0.120
C -0.19 5.69 -3.25 0.066
C -0.25 4.87 -2.11 -0.102
N -0.10 6.00 -5.64 -0.089
C -0.52 5.59 -6.97 -0.124
C -0.51 6.82 -7.89 -0.071
N -0.75 8.04 -7.06 0.064
C 0.43 8.31 -6.14 -0.061
C 0.99 6.96 -5.68 -0.119
H -1.11 8.68 -0.55 0.090
H -1.98 7.28 0.06 0.089
H -1.77 7.48 -1.67 0.072
H 0.48 6.97 0.36 0.129
H 0.77 7.21 -1.33 0.122
H -0.12 5.11 1.20 0.164
H -0.56 1.87 -3.68 0.148
H -0.12 6.76 -3.14 0.108
H -1.52 5.16 -6.92 0.140
H 0.14 4.84 -7.42 0.137
H -1.28 6.76 -8.66 0.144
H 0.45 6.97 -8.38 0.141
H -1.58 7.89 -6.49 0.185
H -0.92 8.85 -7.65 0.189
H 0.04 8.90 -5.31 0.136
H 1.15 8.90 -6.70 0.141
H 1.46 7.07 -4.71 0.133
H 1.77 6.62 -6.37 0.142
N 2.59 2.89 -1.62 0.159
C 2.81 1.80 -1.29 -0.325
N 3.06 0.56 -0.91 0.146
C 2.17 -0.14 -0.38 -0.318
N 1.35 -0.86 0.08 0.011
```

---

(4)
A 13-piece molecular cluster, C31H92N10O13 overall at a distorted geometry. Source: the Open Molecules 2025 dataset; level of theory: the ωB97M-V functional and the def2-TZVPD basis.

Results
LUMO	0.5	eV
ΔE to the lowest compared entry with this formula, charge and spin	25.56	kcal per mole
largest force on an atom	0.074	hartree/bohr
HOMO level	-8.83	eV
orbital gap	9.37	eV
energy	-2761.9144	Eh

Structure (XYZ):
```
146
Properties=species:S:1:pos:R:3:lowdin_charge:R:1
C 5.62 -0.61 -0.14 -0.062
C 5.10 0.73 -0.66 -0.290
O 3.67 0.78 -0.60 -0.139
H 5.08 -0.93 0.75 0.067
H 6.66 -0.45 0.18 0.078
H 5.56 -1.39 -0.89 0.062
H 5.52 0.89 -1.65 0.120
H 5.52 1.49 0.01 0.107
H 3.43 0.07 -1.23 0.063
C 4.26 5.44 -1.49 -0.086
C 4.53 4.00 -1.86 -0.305
O 3.26 3.32 -1.78 -0.118
H 3.56 5.89 -2.19 0.074
H 5.17 6.04 -1.60 0.075
H 3.84 5.52 -0.49 0.064
H 5.21 3.59 -1.10 0.098
H 5.03 3.90 -2.82 0.112
H 3.52 2.42 -1.48 0.033
C -3.55 -3.11 -0.02 -0.080
C -3.86 -3.92 1.23 -0.256
O -2.67 -3.93 2.05 -0.123
H -3.02 -2.16 0.09 0.064
H -4.46 -2.92 -0.59 0.071
H -2.85 -3.66 -0.67 0.069
H -4.18 -4.93 0.98 0.109
H -4.61 -3.46 1.88 0.113
H -2.89 -3.78 2.98 0.036
C 4.24 -2.43 -3.57 -0.068
C 2.89 -1.76 -3.81 -0.272
O 2.72 -0.73 -2.80 -0.134
H 4.99 -1.73 -3.23 0.061
H 4.49 -2.87 -4.54 0.074
H 4.08 -3.15 -2.76 0.074
H 2.02 -2.42 -3.74 0.104
H 2.76 -1.19 -4.74 0.109
H 2.07 -1.16 -2.22 0.044
C -1.11 -2.08 -3.15 -0.082
C -2.59 -2.08 -3.45 -0.301
O -3.25 -1.19 -2.54 -0.108
H -0.62 -1.13 -3.34 0.078
H -0.60 -2.90 -3.66 0.080
H -1.05 -2.26 -2.08 0.044
H -3.12 -3.04 -3.38 0.113
H -2.75 -1.80 -4.50 0.108
H -4.12 -1.59 -2.56 0.082
C 0.46 -4.66 -0.86 -0.087
C 0.04 -5.80 0.09 -0.279
O -0.04 -5.28 1.43 -0.113
H 0.06 -4.78 -1.87 0.060
H 1.55 -4.73 -0.94 0.066
H 0.12 -3.64 -0.68 0.049
H 0.55 -6.74 -0.10 0.107
H -1.03 -6.04 -0.04 0.099
H -0.89 -4.86 1.60 0.031
C -0.82 4.49 -0.69 -0.635
O -0.89 3.45 -0.02 -0.009
N 0.28 5.29 -0.72 0.179
N -1.81 5.00 -1.46 0.161
H 0.17 6.18 -1.15 0.101
H 1.04 5.03 -0.08 0.058
H -1.75 5.32 -2.41 0.090
H -2.76 4.64 -1.43 0.057
C 0.14 0.14 -0.72 -0.642
O 0.77 -0.94 -0.85 -0.038
N 0.78 1.27 -0.48 0.213
N -1.22 0.24 -0.77 0.203
H 0.35 2.19 -0.56 0.059
H 1.78 1.19 -0.36 0.063
H -1.76 -0.46 -1.24 0.045
H -1.61 0.98 -0.21 0.090
C 2.16 4.21 2.01 -0.638
O 1.58 5.23 1.63 0.011
N 2.83 3.25 1.28 0.188
N 2.23 3.94 3.33 0.147
H 3.14 2.39 1.69 0.098
H 2.75 3.28 0.27 0.057
H 2.79 3.24 3.79 0.099
H 1.95 4.67 3.96 0.107
C 0.79 2.77 -4.12 -0.047
C -0.26 2.65 -5.21 -0.451
C -1.53 3.44 -4.94 -0.212
O -2.40 3.01 -3.90 -0.205
C -2.78 1.64 -3.97 -0.101
N 0.29 3.16 -6.46 0.027
H 1.30 3.73 -4.22 0.081
H 1.46 1.94 -4.36 0.077
H 0.41 2.56 -3.12 0.068
H -0.58 1.61 -5.34 0.126
H -2.14 3.65 -5.82 0.125
H -1.23 4.43 -4.56 0.115
H -2.81 1.13 -4.93 0.093
H -3.79 1.62 -3.55 0.085
H -2.17 1.12 -3.23 0.062
H 1.24 2.84 -6.56 0.070
H 0.38 4.17 -6.38 0.071
C -0.29 -3.61 4.38 -0.047
C -1.38 -2.76 5.13 -0.389
C -1.78 -1.48 4.39 -0.219
O -0.61 -0.89 3.89 -0.185
C -0.83 -0.28 2.62 -0.095
N -2.49 -3.73 5.17 0.023
H 0.73 -3.30 4.58 0.067
H -0.51 -3.45 3.32 0.056
H -0.33 -4.68 4.60 0.078
H -0.96 -2.44 6.08 0.129
H -2.13 -0.87 5.23 0.123
H -2.62 -1.70 3.72 0.118
H -1.14 -0.97 1.84 0.081
H 0.01 0.34 2.31 0.083
H -1.68 0.39 2.83 0.090
H -3.21 -3.31 5.76 0.081
H -2.28 -4.62 5.61 0.076
C 5.05 -5.28 4.36 -0.065
C 4.95 -3.88 3.74 -0.437
C 3.69 -3.57 2.91 -0.213
O 3.50 -2.24 2.48 -0.213
C 2.26 -2.03 1.74 -0.046
N 5.03 -2.89 4.83 0.031
H 4.80 -6.10 3.69 0.077
H 4.33 -5.25 5.18 0.080
H 6.06 -5.33 4.77 0.073
H 5.87 -3.84 3.15 0.125
H 2.77 -3.79 3.48 0.114
H 3.67 -4.26 2.07 0.123
H 2.48 -1.42 0.86 0.060
H 1.65 -1.66 2.55 0.084
H 1.86 -2.95 1.29 0.076
H 5.71 -3.27 5.49 0.058
H 5.44 -2.02 4.50 0.067
C -8.67 3.27 1.77 -0.059
C -7.43 2.49 1.43 -0.482
C -6.29 3.33 0.88 -0.226
O -5.19 2.48 0.56 -0.160
C -4.16 3.30 0.07 -0.138
N -7.05 1.56 2.49 0.043
H -8.34 4.23 2.18 0.076
H -9.21 2.67 2.49 0.080
H -9.21 3.61 0.88 0.079
H -7.60 1.85 0.55 0.139
H -6.02 4.13 1.58 0.126
H -6.66 3.87 0.00 0.130
H -4.35 3.66 -0.95 0.080
H -3.27 2.70 -0.12 0.067
H -3.92 4.23 0.61 0.097
H -6.17 1.17 2.16 0.064
H -6.70 2.16 3.25 0.079
```

---

(5)
One molecule with the formula C2H6ClNO2S at a distorted geometry. Source: the Open Molecules 2025 dataset; level of theory: the ωB97M-V functional and the def2-TZVPD basis.

Results
LUMO (spin up / spin down)	0.7 / -4.6	eV
ΔE to the lowest compared entry with this formula, charge and spin	66.69	kcal per mole
spin multiplicity	3
largest force on an atom	0.127	hartree/bohr
HOMO level (spin up / spin down)	-4.63 / -10.23	eV
orbital gap (spin up / spin down)	5.38 / 5.65	eV
energy	-1143.0891	Eh

Structure (XYZ):
```
13
Properties=species:S:1:pos:R:3:mulliken_spin:R:1
C -0.48 -0.19 1.72 0.010
C -0.61 0.82 -1.66 0.562
N 1.92 -0.61 0.65 0.049
O -0.27 -1.64 -0.44 0.007
O -0.08 0.92 -0.36 -0.033
S 0.43 -0.61 0.26 0.017
Cl 0.75 0.56 -2.82 1.324
H -0.39 0.95 1.73 0.002
H -1.57 -0.44 1.63 0.000
H -0.03 -0.56 2.61 0.000
H -1.35 -0.05 -1.56 0.066
H -0.99 1.82 -1.86 0.004
H 2.67 -0.97 0.11 -0.009
```

---

(6)
C9H18N3 as an isolated structure at a distorted geometry. Source: the Open Molecules 2025 dataset; level of theory: the ωB97M-V functional and the def2-TZVPD basis.

Results
LUMO	-3.3	eV
ΔE to the lowest compared entry with this formula, charge and spin	90.39	kcal per mole
largest force on an atom	0.097	hartree/bohr
HOMO level	-13.32	eV
orbital gap	10.04	eV
energy	-517.5987	Eh
charge	+1

Structure (XYZ):
```
30
Properties=species:S:1:pos:R:3:lowdin_charge:R:1
C -0.16 -1.03 0.08 -0.061
C 2.17 -0.58 0.91 -0.131
C 2.03 0.76 0.28 -0.199
C 1.09 -1.64 0.41 -0.280
C 0.65 1.44 0.23 -0.406
C -2.48 -0.88 -0.29 -0.197
C 1.57 -2.35 -0.91 -0.029
C 0.94 2.87 -0.23 -0.068
C -3.60 -0.76 0.53 -0.055
N -1.32 -1.42 0.11 0.157
N -0.35 0.80 -0.66 -0.003
N -1.69 1.01 -0.42 0.070
H 3.19 -1.02 0.72 0.146
H 2.04 -0.31 1.94 0.110
H 2.83 1.34 0.65 0.109
H 2.38 0.72 -0.74 0.119
H 0.86 -2.37 1.23 0.165
H 0.37 1.61 1.26 0.136
H -2.73 -1.22 -1.38 0.189
H 2.46 -3.01 -0.82 0.091
H 1.73 -1.49 -1.60 0.091
H 0.75 -3.02 -1.35 0.110
H 0.25 3.72 0.01 0.086
H 0.79 2.81 -1.34 0.097
H 1.96 3.14 0.18 0.102
H -4.09 0.18 0.19 0.118
H -3.32 -0.70 1.51 0.070
H -4.41 -1.42 0.23 0.123
H -2.01 1.43 -1.30 0.158
H -1.88 1.39 0.56 0.183
```